The following is a quantum chemistry calculation of a structure of composition C9H17AlClI2N2OP at a distorted geometry, from the OMol25 dataset.

Values from the calculation:
Total charge: +2
E_LUMO (alpha / beta) in Eh: -0.3243 / -0.3243

Last column: Mulliken charge in e.
Atoms and positions in Å:
I 1.228 1.682 -2.776  0.15
I -0.037 -0.806 -3.919  -0.11
Al -0.755 -0.430 1.027  0.36
P -2.203 0.958 -0.906  0.57
C -2.537 1.796 -2.526  -1.11
C -3.758 -0.021 -0.931  -1.21
H -2.815 2.162 1.149  0.42
H -3.796 2.605 -0.290  0.38
H -2.170 3.272 -0.106  0.38
C -2.791 2.388 0.080  -1.19
H -3.931 -0.488 0.045  0.41
H -4.549 0.693 -1.192  0.43
H -3.578 2.140 -2.544  0.44
H -2.470 1.072 -3.340  0.33
H -3.693 -0.781 -1.721  0.38
H -1.856 2.632 -2.713  0.38
C 1.897 0.579 -4.410  0.27
O 2.704 0.649 -5.250  -0.20
Cl -1.911 -0.859 2.779  -0.18
C 2.926 -1.062 4.269  -1.05
C 2.471 -1.134 2.872  0.45
C 3.124 -1.474 1.692  -0.82
C 2.188 -1.441 0.663  0.82
N 1.025 -0.965 1.170  0.22
N 1.266 -0.691 2.511  -0.06
C 2.465 -1.655 -0.760  -1.04
H 3.050 -2.102 4.647  0.32
H 3.911 -0.549 4.277  0.33
H 2.167 -0.491 4.846  0.31
H 4.116 -1.874 1.584  0.44
H 0.507 -0.606 3.184  0.30
H 2.836 -0.772 -1.308  0.16
H 3.352 -2.305 -0.827  0.35
H 1.615 -2.122 -1.277  0.33